# 1
This record from OMol25 describes C38H38N6O7PmS3Se as an isolated structure at a distorted geometry. The level of theory is ωB97M-V/def2-TZVPD.

* ΔE to the lowest compared entry with this formula, charge and spin: 48.19 kJ/mol
* HOMO level (spin up / spin down): -10.26 / -10.26 eV
* total charge: +1
* spin multiplicity: 5
* electronic energy: -6530.20901 Ha

Element x y z (Å)
1 Pm -0.594934 -1.169631 0.186612
2 O -3.957068 6.226456 0.676833
3 N -3.888690 5.645242 -0.364902
4 O -4.017142 6.126578 -1.465195
5 C -3.650650 4.107833 -0.404222
6 C -4.407014 3.354592 -1.219399
7 C -4.114174 1.976574 -1.368730
8 C -4.955754 1.173606 -2.182593
9 C -4.537252 -0.105609 -2.397483
10 C -3.391083 -0.543396 -1.758452
11 N -2.612040 0.147737 -0.990467
12 C -2.992877 1.419935 -0.792042
13 C -2.251740 2.175733 0.221840
14 N -1.239676 1.442716 0.828121
15 C -0.556217 2.058814 1.792625
16 C -0.791802 3.399922 2.085275
17 C -1.689975 4.201893 1.426826
18 C -2.541085 3.513385 0.464080
19 H -5.264179 3.781567 -1.737006
20 H -5.860947 1.652750 -2.708509
21 H -5.106380 -0.816015 -2.971234
22 H -3.106290 -1.550532 -1.979123
23 H 0.168121 1.391720 2.250688
24 H -0.254280 3.829518 2.912162
25 H -1.740036 5.218262 1.646975
26 O 1.102977 -2.776148 0.438366
27 S 1.919758 -3.893140 -0.156305
28 C 3.419874 -3.867244 0.898343
29 C 3.617071 -2.445349 1.571932
30 C 3.141626 -2.506514 2.999826
31 C 3.119922 -1.089807 3.651891
32 S 1.391286 -0.496136 3.692211
33 O 0.909314 -0.814013 2.221681
34 C 0.527204 -1.678792 4.706812
35 C -0.083203 -2.798260 4.195587
36 C -0.678111 -3.716317 5.090780
37 C -0.689290 -3.447278 6.462585
38 C -0.117778 -2.280565 6.954011
39 C 0.497313 -1.432436 6.120152
40 C 2.555605 -3.318505 -1.733356
41 C 3.082474 -2.055542 -1.865353
42 C 3.480811 -1.631653 -3.122417
43 C 3.312839 -2.497114 -4.218930
44 C 2.611763 -3.687561 -4.066521
45 C 2.165026 -4.096234 -2.833659
46 H 4.225670 -4.183376 0.353002
47 H 3.123919 -4.604185 1.684574
48 H 3.034492 -1.669023 1.107079
49 H 4.744935 -2.234905 1.590287
50 H 3.785994 -3.158648 3.639915
51 H 2.149454 -2.985495 2.949857
52 H 3.561711 -0.347086 2.984828
53 H 3.592601 -0.983618 4.624215
54 H -0.097527 -2.962651 3.081559
55 H -1.214962 -4.600866 4.645539
56 H -1.045137 -4.145073 7.217342
57 H 0.025121 -2.062184 8.035940
58 H 0.859262 -0.445613 6.463976
59 H 3.285886 -1.577251 -0.898480
60 H 4.020882 -0.753383 -3.271318
61 H 3.642237 -2.248181 -5.166047
62 H 2.364220 -4.275520 -4.970087
63 H 1.658466 -5.011677 -2.577855
64 N -1.913057 -3.366120 -0.515925
65 N -1.534579 -3.706479 -1.795392
66 C -0.900244 -2.768513 -2.629791
67 O -0.694350 -3.044406 -3.771968
68 O -0.524219 -1.672111 -2.039987
69 H -1.510825 -3.979080 0.229213
70 H -2.927886 -3.449109 -0.418464
71 H -1.778310 -4.595508 -2.224892
72 Se -2.855780 -1.230036 2.296429
73 C -2.710359 -3.054506 2.210712
74 N -2.446241 -4.190464 2.246343
75 C 1.242444 7.009301 -2.203466
76 C 0.825805 5.586214 -2.098916
77 C 1.644853 4.650915 -1.511174
78 C 1.429538 3.286155 -1.542298
79 C 0.228891 2.822761 -2.113595
80 C -0.685056 3.674582 -2.628936
81 C -0.327049 5.021977 -2.632197
82 S 0.034761 1.027678 -2.235490
83 C 1.033047 0.734139 -3.607121
84 O 0.804673 0.471770 -0.999333
85 H 1.771118 7.499582 -1.308319
86 H 0.393319 7.601708 -2.520454
87 H 2.023374 7.109590 -2.991494
88 H 2.385826 4.970840 -0.825283
89 H 2.066638 2.544275 -1.022058
90 H -1.553507 3.429988 -3.185319
91 H -0.933452 5.623944 -3.195629
92 H 2.060978 1.039828 -3.451514
93 H 0.617666 1.435467 -4.356446
94 H 1.081473 -0.366731 -3.811904

Forces on atoms 1 to 3 (eV/Å):
0.0 1.0 0.3
0.2 0.1 0.9
0.0 -2.2 -1.0

=====

# 2
This record from OMol25 describes a 2-piece molecular cluster, C10H16 overall at a distorted geometry. The level of theory is ωB97M-V/def2-TZVPD.

* ΔE to the lowest compared entry with this formula, charge and spin: 50.98 kJ/mol
* HOMO level: -9.07 eV
* structure (SMILES): Cc1ccccc1.CCC
* spin multiplicity: 1
* electronic energy: -390.61646 Ha

Element x y z (Å)
1 C -1.886771 0.839814 -1.431523
2 C -1.665390 -0.592093 -1.039423
3 C -0.528016 -1.278437 -1.474518
4 C -0.276203 -2.580283 -1.067279
5 C -1.107731 -3.193008 -0.144292
6 C -2.278177 -2.563336 0.239366
7 C -2.574067 -1.303980 -0.275546
8 H -2.920674 1.033033 -1.715927
9 H -1.263471 1.090839 -2.295876
10 H -1.571411 1.510480 -0.637988
11 H 0.060952 -0.890505 -2.303272
12 H 0.572857 -3.101247 -1.490812
13 H -0.896254 -4.204206 0.185907
14 H -2.936512 -3.014302 0.966424
15 H -3.571460 -0.909055 -0.135933
16 C 1.176380 0.895884 1.427650
17 C 2.069783 2.114594 1.641894
18 C 3.003325 2.369775 0.450942
19 H 1.358307 0.122258 2.182524
20 H 0.125727 1.107350 1.611562
21 H 1.210098 0.408464 0.453429
22 H 2.669220 2.001527 2.545588
23 H 1.482223 3.015657 1.848904
24 H 3.824554 1.653412 0.532873
25 H 3.417638 3.371385 0.402157
26 H 2.505075 2.095980 -0.476833

Forces on atoms 1 to 3 (eV/Å):
0.2 -0.2 -0.7
0.3 -0.3 -0.4
-0.2 -0.3 -0.5